A.
2 unconnected molecules or ions with the total composition C3H10S, computed with ωB97M-V/def2-TZVPD.

XYZ file:
```
14
Properties=species:S:1:pos:R:3
S -0.74749 1.95250 0.24768
H -1.48521 1.84737 -0.83405
H 0.04508 2.95818 -0.19654
C 1.29313 -0.67807 -0.95948
C 0.37334 -1.79083 -0.40392
C -0.14322 -1.71291 1.05054
H 0.81086 0.28706 -0.73681
H 1.32088 -0.84192 -2.03896
H 2.35151 -0.87279 -0.75794
H 1.01117 -2.69134 -0.34132
H -0.44608 -1.72637 -1.11298
H -0.66959 -2.64328 1.27465
H 0.62262 -1.55813 1.80556
H -0.88559 -0.93534 1.21035
```

Summary:
Structure (SMILES) = CCC.S

Which charges does Löwdin predict for the atoms? In e, they are:
1. S 0.53
2. H -0.22
3. H -0.18
4. C -0.15
5. C -0.31
6. C -0.13
7. H -0.02
8. H 0.06
9. H 0.07
10. H 0.10
11. H 0.09
12. H 0.06
13. H 0.07
14. H 0.03


B.
2 unconnected molecules or ions with the total composition C3H10S, computed with ωB97M-V/def2-TZVPD.

XYZ file:
```
14
Properties=species:S:1:pos:R:3
S -2.58175 0.29780 -2.40214
H -2.64248 -0.30058 -1.19886
H -3.58674 -0.43267 -2.94296
C 1.38459 0.64612 -0.28741
C 0.64297 -0.51118 0.33697
C 0.22295 -0.17131 1.76461
H 2.22381 0.31861 -0.90840
H 1.85702 1.34982 0.38916
H 0.92644 1.22635 -1.12579
H 1.42261 -1.28002 0.32584
H -0.15580 -0.94236 -0.27742
H -0.53215 -0.85318 2.17824
H 1.08534 -0.16205 2.42175
H -0.26679 0.81465 1.72641
```

Summary:
Structure (SMILES) = CCC.S

Which charges does Löwdin predict for the atoms? In e, they are:
1. S 0.45
2. H -0.23
3. H -0.22
4. C -0.15
5. C -0.32
6. C -0.13
7. H 0.06
8. H 0.07
9. H 0.07
10. H 0.09
11. H 0.09
12. H 0.07
13. H 0.07
14. H 0.07


Energy above the most stable structure, in eV: A 0.212; B 0.000


A.
A single C21H25N3O5S molecule, computed with ωB97M-V/def2-TZVPD.

XYZ file:
```
55
Properties=species:S:1:pos:R:3
C -3.56033 -2.19828 1.37702
C -3.30130 -1.73748 -0.04813
N -1.90634 -1.95104 -0.45479
C -0.84099 -1.43404 0.19595
O -0.85801 -1.02044 1.33537
C 0.45062 -1.44142 -0.64246
N 1.24118 -0.29578 -0.30068
C 1.71380 0.65538 -1.14696
O 1.25606 0.88778 -2.25730
C 2.84676 1.28392 -0.44977
C 3.67113 2.32181 -0.84537
C 4.69865 2.69308 0.00716
C 4.88955 2.04297 1.21887
C 4.05683 1.00698 1.62078
C 3.03621 0.63264 0.77298
C 1.97769 -0.40448 0.91760
H 1.33721 -0.25650 1.79258
S 2.53300 -2.16842 0.95584
C 1.34886 -2.68358 -0.38407
C 2.16442 -2.99887 -1.63300
H 2.68385 -2.10984 -1.98656
H 1.51709 -3.36527 -2.42844
H 2.90678 -3.76140 -1.40953
C 0.56946 -3.90000 0.09092
H -0.15806 -4.20404 -0.65974
H 0.04882 -3.68462 1.02085
H 1.25505 -4.72580 0.26649
H 4.20870 0.50191 2.56221
H 5.70073 2.34898 1.86265
H 5.36058 3.49874 -0.27304
H 3.50755 2.81904 -1.78858
H 0.20189 -1.37537 -1.70769
H -1.80137 -2.11934 -1.44435
H -3.90770 -2.34909 -0.72614
C -3.54050 -0.28274 -0.51809
O -3.82115 -0.14004 -1.69734
N -3.22965 0.75918 0.26889
C -2.90646 2.04474 -0.35620
C -1.44253 1.91160 -0.80849
O -0.50622 2.16668 -0.09158
O -1.33820 1.42408 -2.02370
H -0.38543 1.26341 -2.27620
C -3.06700 3.09138 0.74734
H -2.07510 3.43418 1.04621
C -3.73023 2.33643 1.89888
H -4.81598 2.36056 1.79196
H -3.46420 2.74106 2.87252
C -3.22638 0.90699 1.70965
H -2.20933 0.79404 2.09817
H -3.88371 0.18051 2.17818
H -3.65229 3.94575 0.41532
H -3.54157 2.19091 -1.23322
H -2.85762 -1.75615 2.07355
H -4.58065 -1.95892 1.66546
H -3.44063 -3.27985 1.41595
```

Summary:
Structure (SMILES) = C[C@H](NC(=O)[C@H]1N2C(=O)c3ccccc3[C@@H]2SC1(C)C)C(=O)N1CCC[C@H]1C(=O)O

Which charges does Löwdin predict for the atoms? In e, they are:
1. C -0.04
2. C -0.23
3. N 0.13
4. C -0.43
5. O 0.08
6. C -0.17
7. N -0.01
8. C -0.37
9. O 0.07
10. C -0.07
11. C 0.01
12. C -0.07
13. C -0.07
14. C -0.02
15. C -0.15
16. C -0.43
17. H 0.12
18. S 1.01
19. C -0.69
20. C -0.09
21. H 0.08
22. H 0.09
23. H 0.08
24. C -0.09
25. H 0.09
26. H 0.08
27. H 0.08
28. H 0.12
29. H 0.10
30. H 0.10
31. H 0.12
32. H 0.16
33. H 0.15
34. H 0.15
35. C -0.40
36. O 0.07
37. N 0.02
38. C -0.16
39. C -0.48
40. O 0.11
41. O 0.13
42. H 0.09
43. C -0.11
44. H 0.11
45. C -0.14
46. H 0.11
47. H 0.11
48. C -0.13
49. H 0.12
50. H 0.11
51. H 0.12
52. H 0.16
53. H 0.06
54. H 0.08
55. H 0.09


B.
A single C21H25N3O5S molecule, computed with ωB97M-V/def2-TZVPD.

XYZ file:
```
55
Properties=species:S:1:pos:R:3
C -0.65839 2.19861 3.64394
C 0.59759 1.47204 3.17965
H 0.31854 0.53025 2.70457
C 1.41513 2.31108 2.18971
N 0.65704 2.65351 1.00945
S 0.75536 1.59791 -0.25669
O 2.07937 1.04023 -0.32417
O 0.22755 2.22191 -1.43329
C -0.34486 0.25609 0.20869
C 0.14936 -1.02618 0.28593
C -0.69343 -2.08804 0.59648
C -2.03953 -1.82785 0.80678
C -2.54157 -0.53977 0.73233
C -1.69583 0.52583 0.43126
O -2.07083 1.82123 0.35177
C -3.44200 2.13650 0.46475
H -3.50881 3.21201 0.30996
H -4.03431 1.62452 -0.29855
H -3.82929 1.88835 1.45841
H -3.59394 -0.37873 0.90196
H -2.71298 -2.64372 1.02074
C -0.15957 -3.49609 0.61310
N 0.03803 -3.96455 -0.74689
C 1.28527 -4.03502 -1.35209
O 2.33198 -3.79993 -0.80907
C 1.01561 -4.47738 -2.74169
C 1.84936 -4.72883 -3.81398
C 1.23185 -5.14140 -4.99090
C -0.15090 -5.27947 -5.02773
N -0.95332 -5.03962 -3.99805
C -0.36608 -4.64559 -2.88900
C -1.01518 -4.30454 -1.58652
O -2.17166 -4.31532 -1.26350
H -0.65108 -5.60043 -5.93127
H 1.81749 -5.35429 -5.87138
H 2.91921 -4.60837 -3.73653
H -0.86477 -4.16906 1.10722
H 0.81582 -3.54045 1.10372
H 1.20191 -1.17512 0.09771
C 0.23669 4.01117 0.74850
H -0.70357 3.94560 0.19678
C 1.23364 4.82546 -0.08402
C 2.60799 4.95030 0.56155
H 3.07685 3.97318 0.64433
H 3.24967 5.58340 -0.04718
H 2.53399 5.39435 1.55338
H 0.80718 5.81973 -0.23823
H 1.33193 4.34080 -1.05525
H 0.05174 4.49778 1.70954
H 2.29355 1.74061 1.87275
H 1.74999 3.22706 2.68045
H 1.23198 1.24168 4.03816
H -0.39862 3.11430 4.17126
H -1.23795 1.56865 4.31512
H -1.27323 2.45558 2.78601
```

Summary:
Structure (SMILES) = CCCN(CCC)S(=O)(=O)c1cc(CN2C(=O)c3cccnc3C2=O)ccc1OC

Which charges does Löwdin predict for the atoms? In e, they are:
1. C -0.09
2. C -0.22
3. H 0.09
4. C -0.21
5. N -0.24
6. S 0.69
7. O -0.28
8. O -0.26
9. C -0.18
10. C 0.00
11. C -0.19
12. C -0.01
13. C 0.01
14. C -0.26
15. O -0.11
16. C -0.06
17. H 0.10
18. H 0.10
19. H 0.10
20. H 0.11
21. H 0.12
22. C -0.06
23. N 0.05
24. C -0.36
25. O 0.14
26. C -0.05
27. C 0.03
28. C -0.04
29. C -0.12
30. N 0.15
31. C -0.13
32. C -0.33
33. O 0.15
34. H 0.11
35. H 0.11
36. H 0.13
37. H 0.14
38. H 0.13
39. H 0.12
40. C -0.21
41. H 0.11
42. C -0.23
43. C -0.10
44. H 0.07
45. H 0.07
46. H 0.07
47. H 0.11
48. H 0.10
49. H 0.13
50. H 0.11
51. H 0.12
52. H 0.11
53. H 0.07
54. H 0.07
55. H 0.05


Energy above the most stable structure, in eV: A 0.000; B 2.508